No. 1
A 10-piece molecular cluster, C38H105N9O11 overall at a distorted geometry. Source: OMol25; level of theory: ωB97M-V with the def2-TZVPD basis set.

```
163
Properties=species:S:1:pos:R:3:mulliken_charge:R:1
C 4.7807 -1.0946 -26.1895 -0.268
O 4.3606 -2.4449 -26.1226 0.540
C 4.5456 -3.0213 -27.3883 0.532
C 3.9933 -4.4430 -27.4554 2.340
C 4.5351 -5.3314 -26.3442 -1.587
N 4.3379 -5.0418 -28.7776 -0.145
H 4.1195 -0.5857 -26.9020 -0.356
H 5.8072 -1.0185 -26.5545 -0.394
H 4.7202 -0.5886 -25.2271 0.544
H 3.9614 -2.4398 -28.1176 -1.061
H 5.5794 -3.0670 -27.7558 -0.310
H 2.8998 -4.4384 -27.4691 -0.905
H 5.6256 -5.2911 -26.3170 0.101
H 4.2368 -6.3673 -26.5125 0.526
H 4.1546 -4.9860 -25.3813 0.183
H 4.2727 -4.2184 -29.3980 -0.234
H 5.3583 -5.1366 -28.8669 -0.103
C -2.1427 -0.7874 -26.1846 -0.849
O -1.0808 -1.0272 -25.2822 -0.266
C -0.4256 0.1370 -24.8680 -0.813
C 0.8749 -0.2413 -24.1614 0.083
C 2.0049 -0.6972 -25.0701 0.335
N 0.6671 -1.2068 -23.0582 -0.645
H -1.8016 -0.2044 -27.0460 0.356
H -2.9539 -0.2500 -25.6808 0.339
H -2.5137 -1.7589 -26.5026 0.121
H -0.1940 0.7649 -25.7433 0.371
H -0.9830 0.7796 -24.1712 0.465
H 1.2603 0.6688 -23.6827 0.506
H 1.6750 -1.5433 -25.6838 -0.003
H 2.8332 -1.0833 -24.4743 -1.053
H 2.4105 0.0773 -25.7210 0.391
H 0.0711 -1.9389 -23.4387 0.300
H 0.1073 -0.7275 -22.3594 0.299
C 5.5561 -3.7428 -23.0365 -0.577
O 5.5888 -2.9548 -21.8704 -0.278
C 4.3888 -2.2517 -21.6561 0.133
C 4.5991 -1.2503 -20.5250 0.424
C 5.1780 -1.8454 -19.2516 -1.421
N 3.3350 -0.5775 -20.1646 -0.756
H 5.2938 -3.1303 -23.9040 0.225
H 4.8392 -4.5741 -22.9630 0.201
H 6.5185 -4.2431 -23.1449 0.325
H 4.0976 -1.6990 -22.5622 -0.359
H 3.5578 -2.9326 -21.4187 0.192
H 5.3107 -0.5019 -20.8857 0.229
H 5.3560 -1.0441 -18.5351 0.395
H 6.1439 -2.3325 -19.3926 0.276
H 4.4913 -2.5785 -18.8212 0.310
H 2.9278 -0.1911 -21.0151 0.239
H 2.6693 -1.2978 -19.8920 0.335
C -0.3617 -7.0145 -25.7108 -0.473
O 0.1854 -7.7100 -26.8086 -0.503
C 1.0504 -6.9007 -27.5671 0.735
C 1.4679 -7.6254 -28.8340 0.204
C 2.5518 -8.6680 -28.5676 -1.362
N 1.9697 -6.5834 -29.7670 -0.410
H -0.9932 -7.7275 -25.1822 0.292
H -0.9813 -6.1662 -26.0222 0.193
H 0.4228 -6.6504 -25.0369 0.108
H 0.6058 -5.9301 -27.8372 -0.438
H 1.9330 -6.6068 -26.9745 -0.098
H 0.6301 -8.1424 -29.3019 0.510
H 2.2967 -9.3955 -27.7926 0.370
H 3.5243 -8.2330 -28.3246 0.150
H 2.7107 -9.2379 -29.4906 0.416
H 2.7995 -6.1539 -29.3319 0.202
H 2.3679 -7.0916 -30.5553 0.280
C 1.7953 -1.0221 -28.7994 0.500
O 0.7873 -1.6897 -29.5274 -0.444
C 0.0778 -2.6528 -28.7641 0.933
C -0.7634 -3.4522 -29.7658 0.162
C -1.7499 -4.3715 -29.0552 -1.006
N 0.1280 -4.2441 -30.6373 -0.718
H 1.3082 -0.4614 -27.9929 0.268
H 2.3029 -0.3046 -29.4450 -0.068
H 2.5550 -1.7172 -28.4288 -0.092
H 0.7377 -3.3436 -28.2270 -0.252
H -0.5770 -2.0984 -28.0778 -0.381
H -1.3180 -2.7477 -30.3899 0.390
H -1.2332 -5.2084 -28.5843 0.094
H -2.4816 -4.7628 -29.7610 0.385
H -2.3032 -3.8050 -28.3007 0.221
H 0.4946 -5.0321 -30.0949 0.304
H 0.9375 -3.6352 -30.7483 0.227
C 3.1734 -7.1945 -23.0892 -0.735
O 3.9583 -7.8899 -22.1438 -0.376
C 3.2001 -8.2893 -21.0157 -0.799
C 4.1398 -8.9585 -20.0404 0.566
C 4.6179 -10.3081 -20.5496 -1.363
N 3.4404 -9.1051 -18.7396 -0.718
H 2.3768 -7.8446 -23.4713 0.494
H 3.8055 -6.9368 -23.9366 0.145
H 2.7740 -6.2873 -22.6234 0.337
H 2.6919 -7.4133 -20.5878 0.412
H 2.3922 -8.9582 -21.3561 0.301
H 4.9591 -8.2595 -19.8717 0.174
H 5.3227 -10.7521 -19.8369 0.379
H 5.1745 -10.2410 -21.4854 0.351
H 3.7939 -11.0192 -20.6231 0.336
H 3.7915 -9.9506 -18.2995 0.265
H 2.4507 -9.3061 -18.8536 0.252
C 7.9315 -1.0956 -28.5983 -0.647
O 6.9282 -0.0912 -28.5360 -0.043
C 6.9419 0.7501 -29.6643 -0.784
C 6.0456 1.9429 -29.4282 0.714
C 4.5670 1.5930 -29.3565 -0.775
N 6.2575 2.9066 -30.5292 -0.747
H 7.6248 -1.9085 -27.9418 -0.112
H 8.8770 -0.6894 -28.2248 0.340
H 8.0417 -1.4361 -29.6314 0.413
H 7.9464 1.0843 -29.9531 0.338
H 6.5432 0.1906 -30.5271 0.180
H 6.3320 2.4265 -28.4830 0.218
H 4.3979 0.9446 -28.4976 -0.184
H 4.3012 1.0493 -30.2663 0.164
H 3.9467 2.4830 -29.2624 0.439
H 7.1681 3.3475 -30.4795 0.251
H 5.5775 3.6493 -30.4147 0.241
C 8.0769 -0.8118 -24.7326 -0.494
O 9.1937 -0.9685 -23.9001 -0.474
C 9.0076 -2.0675 -23.0036 -0.302
C 10.2975 -2.2867 -22.2293 0.350
C 11.4477 -2.6616 -23.1495 -1.426
N 10.1471 -3.2718 -21.1446 -0.699
H 8.2218 0.0926 -25.3293 0.314
H 7.1455 -0.6305 -24.1817 0.258
H 7.9686 -1.6571 -25.4222 0.173
H 8.2324 -1.7476 -22.2957 0.221
H 8.6841 -2.9307 -23.5985 0.178
H 10.5083 -1.3162 -21.7674 0.233
H 11.5488 -1.9519 -23.9661 0.371
H 11.2814 -3.6707 -23.5436 0.343
H 12.3820 -2.7195 -22.5872 0.376
H 10.5046 -4.1615 -21.4917 0.308
H 9.1609 -3.5033 -21.0226 0.263
C 6.8873 -7.8466 -32.5025 -0.697
O 7.4470 -7.7200 -31.2199 -0.385
C 7.0369 -6.5678 -30.5298 -0.453
C 7.8251 -6.4816 -29.2398 0.296
C 7.4327 -7.5887 -28.2736 -1.443
N 7.5825 -5.1701 -28.5995 -0.506
H 7.1889 -8.8116 -32.8980 0.265
H 7.2340 -7.0455 -33.1680 0.296
H 5.7930 -7.7799 -32.4563 0.260
H 7.2422 -5.6816 -31.1590 0.360
H 5.9482 -6.5524 -30.3761 0.207
H 8.8900 -6.5745 -29.4772 0.454
H 7.4495 -8.5638 -28.7543 0.441
H 6.4031 -7.4068 -27.9467 0.162
H 8.0789 -7.5761 -27.3949 0.415
H 8.2638 -4.4715 -28.8774 0.254
H 7.7544 -5.2836 -27.6041 0.160
O 5.1140 -0.8802 -32.8952 -0.610
C 3.8281 -1.2068 -32.3727 -0.017
C 3.8450 -2.6499 -31.9305 -0.268
O 4.7067 -2.8169 -30.8071 -0.214
H 5.1666 0.0761 -32.9825 0.346
H 3.5876 -0.5570 -31.5232 -0.131
H 3.0495 -1.0391 -33.1268 0.425
H 4.1923 -3.2490 -32.7766 0.339
H 2.8379 -2.9424 -31.6382 -0.095
H 5.6065 -2.8808 -31.1415 0.182
```

Summary:
**LUMO energy**: 0.011 hartree
**Frontier orbital gap**: 9.02 eV
**Highest occupied orbital energy**: -8.731 eV
**SMILES**: COC[C@H](C)N.COC[C@H](C)N.COC[C@H](C)N.COC[C@H](C)N.COC[C@H](C)N.COC[C@H](C)N.COC[C@H](C)N.COC[C@H](C)N.COC[C@H](C)N.OCCO
**Largest force on an atom**: 1.7 eV/Å

***

No. 2
C2H2O3Rb as an isolated structure at a distorted geometry. Source: OMol25; level of theory: ωB97M-V with the def2-TZVPD basis set.

```
8
Properties=species:S:1:pos:R:3:mulliken_charge:R:1
H 1.5369 -1.6278 0.8094 0.257
O -0.8703 0.1160 1.0939 -0.172
O -0.4708 -1.1587 1.6316 -0.123
C 0.2026 0.0019 0.2195 0.378
C 0.5209 -1.2287 0.6397 -0.191
Rb -2.3413 1.9891 -2.5151 0.972
O 0.2593 0.8323 -0.8164 -0.457
H 1.1627 1.0759 -1.0624 0.336
```

Summary:
**LUMO energy**: -0.156 hartree
**Frontier orbital gap**: 7.93 eV
**Highest occupied orbital energy**: -12.161 eV
**Largest force on an atom**: 2.3 eV/Å
**Total charge**: +1

***

No. 3
A 2-piece molecular cluster, CHClINO overall at a distorted geometry. Source: OMol25; level of theory: ωB97M-V with the def2-TZVPD basis set.

```
6
Properties=species:S:1:pos:R:3:mulliken_charge:R:1
O 2.2489 -1.5123 1.1961 -0.381
C 2.9285 -0.8108 0.5521 0.488
N 3.6996 0.0719 0.3357 -0.152
Cl 4.3258 0.9712 -0.8838 0.038
I 0.2721 1.3617 0.4748 -0.099
H -0.0008 -0.2727 0.2061 0.106
```

Summary:
**LUMO energy**: 0.007 hartree
**Frontier orbital gap**: 10.29 eV
**Highest occupied orbital energy**: -10.117 eV
**SMILES**: O=C=NCl.I
**Largest force on an atom**: 2.1 eV/Å

***

No. 4
C4H10O as an isolated structure at a distorted geometry. Source: OMol25; level of theory: ωB97M-V with the def2-TZVPD basis set.

```
15
Properties=species:S:1:pos:R:3:mulliken_charge:R:1
C 1.1895 0.4772 -1.2441 -0.540
O -0.5250 1.9163 0.8129 -0.476
C 0.2983 -0.5774 -1.0386 -0.032
C 0.3164 -1.2714 0.2814 -0.369
C -1.0303 -0.8844 0.9288 -0.910
H 1.2713 0.9797 -2.1891 0.289
H 1.9531 0.7563 -0.5307 0.291
H -1.1469 2.5110 1.2523 0.323
H 0.0170 0.6585 -0.6538 0.367
H -0.0813 -1.1865 -1.8597 0.396
H 0.2881 -2.3794 0.2041 0.324
H 1.2512 -1.0765 0.8335 0.346
H -1.8906 -0.7751 0.2366 0.441
H -1.2862 -1.3244 1.9241 0.361
H -0.8998 0.2483 1.0446 0.191
```

Summary:
**LUMO energy (spin up / spin down)**: -0.197 / -0.247 hartree
**Frontier orbital gap (spin up / spin down)**: 10.40 / 9.43 eV
**Highest occupied orbital energy (spin up / spin down)**: -15.764 / -16.152 eV
**2S+1**: 2
**Largest force on an atom**: 3.8 eV/Å
**Total charge**: +1
**⟨S²⟩**: 0.75

***

No. 5
An isolated ion of composition C4H6FN3O3P and charge +1 at a distorted geometry. Source: OMol25; level of theory: ωB97M-V with the def2-TZVPD basis set.

```
18
Properties=species:S:1:pos:R:3:mulliken_charge:R:1
O 2.4985 1.6006 2.3704 -0.212
N 2.4904 1.9603 1.2896 0.266
O 1.1824 2.6389 0.9715 -0.273
C 0.7521 2.1788 -0.2862 -0.453
C -0.0470 0.9175 -0.0942 0.302
N -1.0635 0.7094 0.7383 -0.032
C -1.5101 -0.5871 0.6408 -0.248
C -0.7360 -1.2193 -0.2742 0.004
P -0.6839 -2.9478 -0.8716 0.376
O 0.2963 -3.7292 -0.1074 -0.541
N 0.1382 -0.2441 -0.7040 0.361
F 1.1047 -0.4497 -1.6018 -0.177
H 1.6173 1.9386 -0.9155 0.404
H 0.1216 2.9369 -0.7527 0.300
H -1.4343 1.4072 1.3706 0.249
H -2.3216 -0.9787 1.2339 0.422
H -2.0237 -3.3475 -0.7765 0.126
H -0.3815 -2.7849 -2.2308 0.125
```

Summary:
**LUMO energy**: -0.149 hartree
**Frontier orbital gap**: 10.46 eV
**Highest occupied orbital energy**: -14.504 eV
**SMILES**: O=NOCc1[nH]cc([PH2]=O)[n+]1F
**Largest force on an atom**: 1.0 eV/Å
**Total charge**: +1

***

No. 6
A 2-piece molecular cluster, C2H5O3 overall at a distorted geometry. Source: OMol25; level of theory: ωB97M-V with the def2-TZVPD basis set.

```
10
Properties=species:S:1:pos:R:3:mulliken_charge:R:1
O 1.3852 -1.8485 -1.1299 0.051
O 2.5685 -2.1835 -1.3888 -0.057
C 0.6201 0.2884 0.4006 -1.005
C -0.8717 0.3724 0.5103 0.043
O -1.2703 1.1861 -0.5899 -0.517
H 1.2023 -0.0560 1.2454 0.354
H 1.1158 0.9985 -0.2255 0.359
H -1.2210 -0.6792 0.3778 0.192
H -1.2998 0.7526 1.4624 0.292
H -2.2291 1.1690 -0.6624 0.287
```

Summary:
**LUMO energy (spin up / spin down)**: 0.037 / -0.037 hartree
**Frontier orbital gap (spin up / spin down)**: 9.20 / 9.56 eV
**Highest occupied orbital energy (spin up / spin down)**: -8.211 / -10.556 eV
**2S+1**: 4
**Largest force on an atom**: 4.3 eV/Å
**⟨S²⟩**: 3.76

***

No. 7
A 2-piece molecular cluster, C7H15INO overall at a distorted geometry. Source: OMol25; level of theory: ωB97M-V with the def2-TZVPD basis set.

```
25
Properties=species:S:1:pos:R:3:mulliken_charge:R:1
C -0.4926 0.2328 0.3277 0.238
C -2.4138 1.7736 0.8371 -1.252
C -0.5992 2.5297 -0.7934 -1.383
C 0.7725 -0.0086 -1.9693 -1.136
C 2.2462 -2.9241 -0.0053 -0.819
C -1.4330 1.2760 -0.2991 0.910
C 0.7308 0.0301 -0.5353 -0.239
N 1.0086 -2.1740 0.1697 -0.342
O -0.6289 -0.3230 1.3664 -0.503
I 2.5961 0.6011 0.3226 0.410
H -3.4008 1.6271 0.5032 0.336
H -2.3513 2.9386 0.9995 0.307
H -2.2447 1.3171 1.8707 0.309
H -0.7208 2.7820 -1.8299 0.273
H -0.8068 3.4166 -0.1995 0.426
H 0.4133 2.2383 -0.5647 0.375
H 1.7814 -0.3662 -2.2078 0.485
H 0.7085 1.0941 -2.4164 0.288
H -0.0150 -0.5629 -2.3667 0.383
H 2.1718 -3.6690 0.7361 0.400
H 2.3901 -3.4565 -0.9058 0.311
H 3.1467 -2.2051 0.2213 0.172
H -1.8866 0.6770 -1.1367 0.457
H 0.6830 -2.2009 1.0796 0.291
H 0.2993 -2.4071 -0.4731 0.302
```

Summary:
**LUMO energy**: -0.208 hartree
**Frontier orbital gap**: 8.24 eV
**Highest occupied orbital energy**: -13.912 eV
**Largest force on an atom**: 3.6 eV/Å
**Total charge**: +1